{"formula": "C5H10N", "method": "ωB97M-V/def2-TZVPD", "total_charge": 2, "e_tot_ha": -250.4566, "lumo_ev": [-10.8791, -13.4718], "e_homo_ev": [-20.434, -21.263], "s_squared": 0.76, "homo_lumo_gap_ev": [9.6, 7.8], "spin_multiplicity": 2, "elements": ["C", "C", "C", "C", "N", "C", "H", "H", "H", "H", "H", "H", "H", "H", "H", "H"], "coordinates": [[2.44024, -0.04581, -0.28486], [1.22783, 0.59141, -1.12987], [0.14410, -0.20576, -0.71287], [-0.84121, 0.29000, 0.16043], [-1.87975, -0.55771, 0.59517], [-2.79949, -0.16672, 1.41911], [2.61071, 0.58181, 0.58621], [3.32756, -0.09224, -0.92485], [2.26780, -1.06969, 0.06267], [1.46153, 0.50110, -2.20062], [1.15584, 1.65292, -0.88643], [0.13812, -1.22632, -1.08791], [-0.99066, 1.32814, 0.44564], [-1.82506, -1.56627, 0.42610], [-2.96341, 0.87771, 1.66674], [-3.47415, -0.89258, 1.86536]], "lowdin_charge": [0.0421, -0.1398, 0.0663, 0.1217, 0.1057, 0.3020, 0.1076, 0.1211, 0.0980, 0.1692, 0.1430, 0.1704, 0.1753, 0.2069, 0.1534, 0.1570]}

=====

{"formula": "C5H10N2", "method": "ωB97M-V/def2-TZVPD", "smiles": "C[C@]12C[C@H]1CN2N", "e_tot_ha": -305.8888, "lumo_ev": 1.1253, "e_homo_ev": -8.242, "homo_lumo_gap_ev": 9.4, "elements": ["C", "C", "C", "C", "C", "N", "N", "H", "H", "H", "H", "H", "H", "H", "H", "H", "H"], "coordinates": [[-1.23461, 1.61738, 0.33174], [-0.46350, 0.36477, 0.13897], [-1.01402, -0.87049, -0.80862], [-0.57195, -1.07794, 0.64073], [0.92929, -1.13455, 0.53159], [0.93681, 0.31525, 0.34997], [1.85355, 0.84596, -0.59662], [-2.12865, 1.57343, -0.37352], [-0.52458, 2.47152, 0.20817], [-1.64520, 1.68567, 1.32627], [-0.36281, -1.39899, -1.47369], [-2.00562, -0.96002, -0.94774], [-1.20044, -1.45745, 1.40299], [1.36342, -1.57781, 1.41625], [1.31048, -1.59840, -0.34606], [1.89417, 0.20960, -1.43627], [2.86368, 0.99210, -0.36415]], "lowdin_charge": [-0.0250, -0.3954, 0.0018, -0.1648, -0.1419, -0.1742, 0.0232, 0.1003, 0.0920, 0.0635, 0.0768, 0.0478, 0.1213, 0.1087, 0.0928, 0.0830, 0.0902]}

=====

{"formula": "C5H10N2", "method": "ωB97M-V/def2-TZVPD", "smiles": "C[C@H]1N[C@H]1[C@H]1CN1", "e_tot_ha": -305.9456, "lumo_ev": 1.1966, "e_homo_ev": -9.252, "homo_lumo_gap_ev": 10.4, "elements": ["C", "C", "N", "C", "C", "C", "N", "H", "H", "H", "H", "H", "H", "H", "H", "H", "H"], "coordinates": [[-2.05545, -0.27449, -0.00825], [-1.07600, -0.36899, -1.16594], [-0.17276, 0.73126, -1.52493], [0.39141, -0.49961, -0.97991], [1.05079, -0.53224, 0.37317], [2.09822, 0.46703, 0.69547], [0.82160, 0.47016, 1.40698], [-2.57087, 0.69416, -0.00599], [-1.57675, -0.42004, 0.96627], [-2.82425, -1.04666, -0.12015], [-1.48775, -0.82679, -2.06363], [-0.20218, 1.46826, -0.82138], [0.94786, -1.08550, -1.71376], [1.16828, -1.53582, 0.78086], [2.96598, 0.20242, 1.29507], [2.27832, 1.24647, -0.04406], [0.22665, 1.22877, 1.08304]], "lowdin_charge": [-0.0521, -0.3128, 0.0567, -0.2579, -0.2894, -0.1397, 0.0162, 0.0782, 0.0692, 0.0740, 0.1251, 0.0794, 0.1363, 0.1371, 0.0974, 0.1084, 0.0741]}

=====

{"formula": "C5H10N2", "method": "ωB97M-V/def2-TZVPD", "e_tot_ha": -305.8769, "lumo_ev": 0.8736, "e_homo_ev": -8.216, "homo_lumo_gap_ev": 9.1, "elements": ["C", "C", "C", "C", "C", "N", "N", "H", "H", "H", "H", "H", "H", "H", "H", "H", "H"], "coordinates": [[-0.28477, 0.36864, 0.09942], [0.93960, -0.63207, 0.38509], [-0.99147, 0.34506, -1.23429], [1.73858, 0.40350, -0.49508], [-0.93234, -0.64976, 1.09225], [2.19686, 1.57388, -0.30801], [-1.89457, -1.39542, 0.69254], [-0.23393, 1.31642, 0.63100], [1.62851, 2.15717, 0.30546], [-2.47704, -1.74105, 1.44998], [0.90298, -1.55625, -0.18399], [1.41586, -0.60980, 1.36122], [2.26705, -0.15779, -1.26387], [-0.73639, -0.41670, 2.14649], [-0.54159, 1.06854, -1.91245], [-2.04697, 0.56804, -1.07783], [-0.95036, -0.64241, -1.68791]], "lowdin_charge": [-0.3289, -0.1043, -0.0703, -0.2903, -0.2996, 0.0845, 0.0774, 0.1312, 0.0410, 0.0425, 0.1236, 0.1234, 0.1020, 0.1223, 0.0786, 0.0829, 0.0839]}

=====

{"formula": "C5H10N2", "method": "ωB97M-V/def2-TZVPD", "smiles": "CC/N=C/[C@H]1CN1", "e_tot_ha": -305.8936, "lumo_ev": 0.5431, "e_homo_ev": -8.492, "homo_lumo_gap_ev": 9.0, "elements": ["C", "C", "N", "C", "C", "C", "N", "H", "H", "H", "H", "H", "H", "H", "H", "H", "H"], "coordinates": [[-0.10253, 1.82224, 0.76104], [0.87551, 1.57818, -0.43077], [1.15711, 0.14639, -0.56462], [0.07359, -0.28552, -1.06401], [-0.77084, -1.13542, -0.21779], [-0.33465, -2.50650, 0.05199], [-0.22588, -1.48943, 1.08249], [0.09140, 2.81704, 1.17114], [0.04556, 1.08832, 1.56365], [-1.17628, 1.77950, 0.50576], [0.46299, 2.06267, -1.33241], [1.84984, 1.94536, -0.19018], [-0.36162, 0.16434, -1.96797], [-1.80665, -0.79627, -0.21206], [-1.08665, -3.26605, 0.19807], [0.57459, -2.79155, -0.47280], [0.73451, -1.13330, 1.11848]], "lowdin_charge": [-0.0844, -0.2846, 0.0138, -0.1781, -0.3212, -0.1360, 0.0287, 0.0661, 0.0666, 0.0751, 0.1084, 0.0883, 0.1227, 0.1429, 0.0973, 0.1128, 0.0816]}

=====

{"formula": "C5H10N2", "method": "ωB97M-V/def2-TZVPD", "smiles": "C=N/C=C/CCN", "e_tot_ha": -305.9342, "lumo_ev": 0.7819, "e_homo_ev": -8.678, "homo_lumo_gap_ev": 9.5, "elements": ["C", "N", "C", "C", "C", "C", "N", "H", "H", "H", "H", "H", "H", "H", "H", "H", "H"], "coordinates": [[-0.52735, -0.48987, -3.17831], [-1.03996, -0.68359, -2.02703], [-0.12250, -0.51172, -0.95396], [-0.19486, -1.17967, 0.20374], [0.48830, -0.67527, 1.45576], [0.64781, 0.85472, 1.50684], [-0.50214, 1.65763, 1.07928], [0.30429, 0.21061, -3.31871], [-0.97055, -0.93792, -4.06807], [0.44798, 0.41852, -0.99963], [-0.49575, -2.23469, 0.15019], [0.08812, -0.97289, 2.43905], [1.47853, -1.10880, 1.40556], [0.89351, 1.08882, 2.53468], [1.55436, 1.15218, 0.95490], [-0.74090, 2.37275, 1.75450], [-1.30889, 1.03919, 1.06122]], "lowdin_charge": [-0.0470, -0.0080, -0.2060, -0.1029, -0.2014, -0.3115, -0.0072, 0.0747, 0.0661, 0.1036, 0.1081, 0.1118, 0.1010, 0.0942, 0.1008, 0.0605, 0.0633]}

=====

{"formula": "C5H10N2", "method": "ωB97M-V/def2-TZVPD", "smiles": "C[C@H]1N[C@H]1[C@H]1CN1", "e_tot_ha": -305.8841, "lumo_ev": 1.1330, "e_homo_ev": -9.068, "homo_lumo_gap_ev": 10.2, "elements": ["C", "C", "N", "C", "C", "C", "N", "H", "H", "H", "H", "H", "H", "H", "H", "H", "H"], "coordinates": [[-2.07781, -0.94232, -0.16816], [-1.15874, -0.16666, -1.07566], [-0.93732, 1.26423, -0.88522], [0.17159, 0.34285, -0.63695], [0.71994, 0.18884, 0.75073], [2.05120, -0.42262, 0.87322], [2.08545, 1.00783, 1.03453], [-3.12519, -0.72197, -0.40538], [-1.89367, -0.69370, 0.88152], [-1.92516, -2.01998, -0.29128], [-1.24813, -0.43109, -2.13127], [-1.31655, 1.53929, 0.02036], [0.95291, 0.37609, -1.40881], [0.60138, 0.91844, 1.57158], [2.31697, -1.01479, 1.74407], [2.50971, -0.74663, -0.05838], [2.27341, 1.52219, 0.18511]], "lowdin_charge": [-0.0603, -0.3315, 0.0531, -0.2828, -0.1879, -0.1978, -0.0099, 0.0768, 0.0746, 0.0780, 0.1302, 0.0939, 0.1378, 0.1333, 0.1017, 0.1117, 0.0792]}

=====

{"formula": "C5H10N2", "method": "ωB97M-V/def2-TZVPD", "smiles": "C[C@H]1N[C@H]1C1=CN1.[H][H]", "e_tot_ha": -305.8341, "lumo_ev": 1.2236, "e_homo_ev": -8.176, "homo_lumo_gap_ev": 9.4, "elements": ["C", "C", "N", "C", "C", "C", "N", "H", "H", "H", "H", "H", "H", "H", "H", "H", "H"], "coordinates": [[-1.86370, -0.25535, 0.26487], [-1.06874, -0.31794, -1.01683], [-0.59586, 0.88465, -1.68745], [0.39527, -0.03326, -1.09875], [1.14832, 0.43769, 0.05313], [2.16029, 0.63468, 0.80654], [0.86820, 1.25242, 1.28202], [-2.87270, 0.12000, 0.05647], [-1.38643, 0.38631, 1.01072], [-1.96303, -1.25685, 0.69657], [-1.42557, -1.06038, -1.73081], [-0.70961, 1.68480, -1.06524], [0.98954, -0.58243, -1.82580], [3.16865, 0.52515, 1.16583], [0.88013, 2.24469, 1.01035], [0.93048, -2.63373, 0.97211], [1.34476, -2.03044, 1.10625]], "lowdin_charge": [-0.0547, -0.3220, 0.0669, -0.2407, -0.2462, -0.0279, 0.0232, 0.0778, 0.0606, 0.0763, 0.1312, 0.0959, 0.1384, 0.0950, 0.0601, 0.0428, 0.0233]}